Entry 1:
C20H38Cl3N2O4SiTl | ωB97M-V/def2-TZVPD

Properties
HOMO energy (alpha / beta): -8.921 / -6.608 eV
spin multiplicity: 1
relative energy (zero: lowest compared OMol25 entry of this formula, charge and spin): 2.257 eV
maximum force: 2.52 eV Å⁻¹

Last column: Mulliken charge in e.
Cartesian coordinates (Å):
1 C -1.75 -2.30 -4.45  -1.54
2 C -1.25 -3.02 -3.24  0.05
3 H -1.84 -2.96 -5.32  0.46
4 H -1.08 -1.46 -4.68  0.18
5 H -2.74 -1.86 -4.23  0.32
6 C -0.69 -4.23 -3.21  0.32
7 C -0.54 -5.11 -4.40  -1.58
8 H -0.27 -4.62 -2.27  0.48
9 H -0.39 -4.51 -5.31  0.40
10 H -1.43 -5.74 -4.54  0.29
11 H 0.33 -5.77 -4.28  0.36
12 Tl -0.04 1.45 -0.82  0.80
13 Cl -2.58 1.14 -0.53  -0.53
14 Cl 1.50 3.40 -0.84  -0.51
15 H 0.99 5.02 3.44  0.35
16 H -1.47 6.14 2.14  0.30
17 C 1.10 4.76 2.37  -0.96
18 C -0.97 5.62 1.31  -0.86
19 N -0.20 4.49 1.78  0.29
20 H 1.76 3.90 2.25  0.28
21 C -0.71 3.24 1.85  -0.04
22 O -0.12 2.28 2.38  -0.80
23 H -1.72 5.29 0.59  0.28
24 H -1.70 3.14 1.37  0.46
25 H 1.51 5.64 1.85  0.33
26 H -0.28 6.33 0.83  0.29
27 H 1.92 -1.36 -3.68  0.19
28 H 2.10 -3.71 -2.23  0.16
29 C 2.83 -1.07 -3.14  -0.92
30 C 3.05 -3.23 -1.96  -0.73
31 N 2.89 -1.79 -1.88  0.30
32 H 2.83 0.00 -2.93  0.26
33 C 2.74 -1.13 -0.70  0.05
34 O 2.42 0.06 -0.59  -0.61
35 H 3.38 -3.62 -0.99  0.30
36 H 2.94 -1.79 0.18  0.34
37 H 3.70 -1.35 -3.74  0.36
38 H 3.79 -3.47 -2.73  0.35
39 O -0.09 -1.38 -2.28  0.18
40 C -1.15 -2.13 -1.99  0.18
41 C 0.17 -3.13 0.00  1.32
42 C -1.05 -2.93 -0.66  -0.85
43 H 1.03 -2.54 -0.30  -0.04
44 C 0.28 -4.13 0.97  -0.82
45 H -2.09 -1.54 -1.95  0.43
46 C -2.19 -3.60 -0.21  -0.54
47 H 1.26 -4.33 1.43  0.40
48 C -0.84 -4.88 1.35  -0.53
49 C -2.09 -4.59 0.77  -0.66
50 H -3.14 -3.37 -0.68  0.45
51 H -0.75 -5.67 2.09  0.37
52 H -2.97 -5.15 1.06  0.40
53 Si -0.33 3.04 -4.02  0.27
54 Cl -0.01 0.96 -3.42  0.00
55 C 1.39 3.75 -4.16  -0.99
56 C -1.41 3.89 -2.75  -0.88
57 C -1.17 3.17 -5.70  -1.08
58 H 2.19 3.01 -4.03  0.29
59 H 1.54 4.54 -3.41  0.28
60 H 1.51 4.21 -5.15  0.37
61 H -0.49 2.87 -6.50  0.29
62 H -1.44 4.23 -5.86  0.31
63 H -2.10 2.58 -5.76  0.30
64 H -1.73 3.28 -1.89  0.15
65 H -2.34 4.26 -3.21  0.45
66 H -0.86 4.76 -2.36  0.31
67 O -0.12 -0.13 1.02  -0.52
68 H -0.03 0.57 1.72  0.37
69 H -1.09 -0.31 1.00  0.31

***

Entry 2:
C38H46F26O22 | ωB97M-V/def2-TZVPD

Properties
HOMO energy: -10.913 eV
spin multiplicity: 1
SMILES: O=C1OC[C@@H](F)O1.O=C1OC[C@@H](F)O1.CCOC(=O)C(F)(F)F.CCOC(=O)C(F)(F)F.CCOC(=O)C(F)(F)F.CCOC(=O)C(F)(F)F.CCOC(=O)C(F)(F)F.CCOC(=O)C(F)(F)F.CCOC(=O)C(F)(F)F.CCOC(=O)C(F)(F)F
maximum force: 3.66 eV Å⁻¹

Last column: Mulliken charge in e.
Cartesian coordinates (Å):
1 C -1.75 4.91 -1.79  -0.31
2 C -0.35 5.35 -2.09  0.44
3 O 0.33 5.26 -0.85  -0.25
4 C -0.52 5.12 0.17  0.59
5 O -0.24 5.03 1.32  -0.51
6 O -1.81 4.97 -0.31  -0.32
7 F -0.33 6.74 -2.43  -0.37
8 H -1.94 3.85 -2.06  0.16
9 H -2.56 5.57 -2.27  0.33
10 H 0.29 4.89 -2.80  0.34
11 C 1.12 0.63 0.06  -0.53
12 C -0.24 1.20 -0.17  1.22
13 O -1.00 0.10 -0.22  0.10
14 C -0.26 -1.07 -0.36  0.20
15 O -0.74 -2.12 -0.60  -0.43
16 O 1.00 -0.80 -0.13  -0.46
17 F -0.28 1.84 -1.43  -0.40
18 H 1.31 0.71 1.12  0.00
19 H 1.96 0.97 -0.53  0.53
20 H -0.47 1.93 0.62  -0.37
21 C -1.39 -5.45 -3.37  -1.25
22 C -1.26 -5.06 -1.88  0.73
23 O -0.64 -6.14 -1.17  -0.15
24 C -1.35 -7.14 -0.60  0.41
25 O -2.50 -7.24 -0.38  -0.49
26 C -0.50 -8.43 -0.26  0.78
27 F 0.79 -8.10 0.03  -0.21
28 F -1.02 -9.01 0.84  -0.26
29 F -0.55 -9.30 -1.25  -0.25
30 H -2.27 -6.09 -3.53  0.38
31 H -0.44 -5.87 -3.81  0.28
32 H -1.66 -4.57 -3.89  0.18
33 H -2.26 -4.82 -1.40  0.10
34 H -0.68 -4.16 -1.65  -0.25
35 C -1.30 -1.09 -4.45  -0.86
36 C -2.44 -1.51 -5.35  -0.34
37 O -3.50 -0.54 -5.21  -0.29
38 C -4.42 -0.74 -4.26  0.42
39 O -4.70 -1.74 -3.65  -0.53
40 C -5.30 0.63 -4.20  0.85
41 F -6.29 0.58 -5.08  -0.25
42 F -5.86 0.79 -2.97  -0.24
43 F -4.51 1.66 -4.45  -0.24
44 H -0.33 -1.62 -4.76  0.38
45 H -1.44 -1.37 -3.39  0.02
46 H -1.11 -0.02 -4.45  0.47
47 H -2.77 -2.52 -5.09  0.27
48 H -2.02 -1.57 -6.34  0.36
49 C 0.48 4.11 4.55  -1.55
50 C -0.21 3.02 3.68  0.85
51 O -0.36 1.84 4.59  -0.41
52 C -0.50 0.73 3.94  0.54
53 O -0.52 0.46 2.76  -0.31
54 C -0.79 -0.46 4.87  0.64
55 F -1.45 -0.08 6.05  -0.31
56 F -1.62 -1.31 4.28  -0.14
57 F 0.35 -1.09 5.20  -0.27
58 H 1.38 3.67 4.97  0.39
59 H -0.14 4.46 5.36  0.41
60 H 0.84 4.95 3.95  0.34
61 H 0.54 2.76 2.90  -0.36
62 H -1.25 3.36 3.40  0.18
63 C -4.29 -2.87 1.95  -0.90
64 C -3.93 -4.33 2.11  -0.15
65 O -2.84 -4.55 3.07  -0.35
66 C -1.65 -4.76 2.50  0.27
67 O -1.31 -4.74 1.37  -0.33
68 C -0.53 -4.97 3.50  0.87
69 F 0.15 -6.11 3.05  -0.26
70 F 0.26 -3.95 3.55  -0.19
71 F -0.97 -5.19 4.70  -0.27
72 H -4.30 -2.21 2.81  0.09
73 H -5.29 -2.79 1.55  0.51
74 H -3.62 -2.39 1.31  0.22
75 H -3.71 -4.80 1.13  0.16
76 H -4.71 -4.88 2.66  0.36
77 C -5.97 -0.63 5.39  -1.35
78 C -4.87 0.32 4.89  0.18
79 O -5.11 0.53 3.45  -0.29
80 C -4.02 1.06 2.87  -0.14
81 O -2.96 1.29 3.42  -0.39
82 C -4.23 1.40 1.43  1.26
83 F -3.75 2.63 1.05  -0.26
84 F -3.44 0.58 0.74  -0.19
85 F -5.46 1.37 0.91  -0.28
86 H -6.08 -1.47 4.66  0.24
87 H -6.89 -0.13 5.44  0.43
88 H -5.61 -1.06 6.35  0.39
89 H -3.91 -0.19 4.97  -0.03
90 H -4.92 1.25 5.48  0.41
91 C 2.94 7.85 -5.31  -1.13
92 C 3.30 7.76 -3.81  -0.23
93 O 4.09 6.46 -3.60  -0.37
94 C 3.36 5.38 -3.67  0.35
95 O 2.18 5.33 -3.80  -0.57
96 C 4.31 4.16 -3.39  0.96
97 F 3.71 2.96 -3.32  -0.21
98 F 5.24 4.01 -4.35  -0.28
99 F 4.90 4.35 -2.21  -0.23
100 H 2.08 7.28 -5.55  0.29
101 H 3.81 7.56 -5.82  0.36
102 H 2.67 8.87 -5.53  0.41
103 H 2.51 7.63 -3.16  0.32
104 H 4.09 8.41 -3.41  0.29
105 C 7.01 0.75 2.78  -1.10
106 C 7.04 1.83 1.67  -0.25
107 O 5.91 2.76 1.82  -0.32
108 C 4.76 2.54 1.21  0.13
109 O 4.54 1.67 0.43  -0.51
110 C 3.69 3.45 1.77  1.13
111 F 3.33 2.87 2.95  -0.26
112 F 3.99 4.71 2.02  -0.29
113 F 2.70 3.49 0.87  -0.13
114 H 6.36 -0.04 2.47  0.29
115 H 6.66 1.19 3.74  0.29
116 H 8.01 0.37 2.90  0.40
117 H 6.87 1.39 0.74  0.27
118 H 7.92 2.42 1.70  0.38
119 C 2.38 -4.84 0.27  -1.15
120 C 2.28 -4.01 -0.93  1.05
121 O 3.59 -3.41 -1.17  -0.32
122 C 3.71 -2.55 -2.15  0.39
123 O 2.87 -2.14 -2.93  -0.56
124 C 5.11 -1.90 -2.12  0.95
125 F 5.32 -1.16 -3.21  -0.25
126 F 5.30 -1.21 -1.01  -0.26
127 F 6.07 -2.85 -2.10  -0.29
128 H 1.40 -5.32 0.42  0.08
129 H 2.53 -4.15 1.06  0.38
130 H 3.26 -5.59 0.39  0.34
131 H 1.58 -3.22 -0.87  -0.58
132 H 2.04 -4.53 -1.87  0.28

***

Entry 3:
C13H29BI2NO2 | ωB97M-V/def2-TZVPD

Properties
HOMO energy: -10.913 eV
spin multiplicity: 1
charge: +1
maximum force: 5.37 eV Å⁻¹

Last column: Mulliken charge in e.
Cartesian coordinates (Å):
1 C 0.57 0.36 2.04  -0.83
2 C -0.84 0.85 1.39  0.06
3 C -0.50 2.12 0.46  -0.47
4 B -1.80 2.94 -0.07  -0.06
5 C -1.54 4.20 -1.09  -0.58
6 C -0.33 5.15 -0.66  -0.43
7 C -0.46 5.80 0.81  -0.85
8 I 1.36 5.56 2.00  0.00
9 C -3.35 2.62 0.30  -0.19
10 C -3.84 3.50 1.53  0.03
11 O -3.54 3.18 2.71  -0.48
12 I -5.08 5.31 1.33  0.03
13 H 0.78 0.87 3.05  0.34
14 H 1.43 0.64 1.32  0.24
15 H 0.61 -0.78 2.16  0.09
16 H -1.57 1.09 2.24  0.24
17 H -1.32 0.04 0.73  0.03
18 H 0.24 2.83 0.98  0.01
19 H 0.04 1.69 -0.47  0.28
20 H -1.24 3.71 -2.10  0.26
21 H -2.51 4.79 -1.32  0.27
22 H 0.67 4.60 -0.73  0.33
23 H -0.32 6.04 -1.40  0.34
24 H -0.61 6.94 0.71  0.45
25 H -1.34 5.42 1.42  0.27
26 H -3.58 1.49 0.42  0.29
27 H -3.98 2.95 -0.61  0.34
28 C 1.54 -2.86 -1.90  -0.90
29 N 1.93 -4.16 -1.21  -0.09
30 C 3.38 -4.46 -1.55  -0.87
31 C 1.06 -5.28 -1.73  -0.86
32 C 1.83 -4.03 0.31  -0.53
33 C 0.42 -3.76 0.85  -0.61
34 O -0.09 -2.53 0.33  -0.40
35 H 1.89 -2.92 -2.94  0.38
36 H 0.46 -2.76 -1.90  0.39
37 H 2.03 -2.04 -1.39  0.39
38 H 3.46 -4.56 -2.64  0.39
39 H 3.66 -5.39 -1.07  0.39
40 H 3.99 -3.64 -1.20  0.39
41 H 0.02 -5.04 -1.55  0.36
42 H 1.34 -6.20 -1.22  0.35
43 H 1.24 -5.38 -2.81  0.39
44 H 2.50 -3.22 0.60  0.39
45 H 2.20 -4.97 0.73  0.36
46 H 0.46 -3.68 1.94  0.41
47 H -0.27 -4.57 0.59  0.42
48 H -1.01 -2.46 0.61  0.26